(a)
A molecular structure, C6H12OS, computed with wB97M-V/def2-TZVPD.

```
! RIJCOSX wB97M-V def2-TZVPD def2/J DEFGRID3
* xyz 0 1
C -0.40 0.72 0.02
C -0.18 -0.83 -0.04
C 0.12 1.52 -1.17
C 0.21 1.34 1.26
C 0.58 -1.38 -1.23
C 0.01 -1.56 1.26
O -1.88 0.81 0.21
S -2.60 -0.76 -0.26
H 0.04 2.68 -0.92
H -0.55 1.38 -2.01
H 1.15 1.23 -1.58
H 1.25 1.59 1.10
H -0.07 0.81 2.16
H -0.14 2.29 1.31
H -0.01 -1.39 -2.19
H 0.88 -2.37 -1.12
H 1.41 -0.71 -1.26
H 1.09 -1.62 1.44
H -0.34 -2.62 1.01
H -0.57 -1.12 2.03
*
```

## Properties
Highest occupied orbital energy (alpha / beta) ... -7.8 / -7.8 eV

And the Löwdin charges, in e, turn out to be: C -0.616; C -0.338; C -0.048; C -0.038; C -0.058; C -0.094; O -0.548; S 0.668; H 0.135; H 0.078; H 0.098; H 0.105; H 0.083; H 0.053; H 0.115; H 0.059; H 0.068; H 0.102; H 0.116; H 0.061



(b)
2 unconnected molecules or ions with the total composition C6H12OS, computed with wB97M-V/def2-TZVPD.

```
! RIJCOSX wB97M-V def2-TZVPD def2/J DEFGRID3
* xyz 0 1
C -2.79 0.24 -0.08
C -0.01 0.40 1.53
C -1.73 0.34 -0.80
C 0.02 1.30 2.67
C -1.66 0.11 -2.28
C 3.57 0.01 -0.50
O -0.16 2.41 -0.26
S -0.02 0.94 -0.19
H -3.03 0.49 0.95
H -3.65 -0.21 -0.45
H 0.59 -0.57 1.50
H 0.94 1.91 2.72
H -0.12 0.79 3.70
H -0.92 2.05 2.64
H -2.68 -0.52 -2.49
H -1.69 1.13 -2.67
H -0.70 -0.37 -2.57
H 2.66 -0.29 -1.06
H 4.58 0.20 -0.98
H 3.41 0.32 0.56
*
```

## Properties
Highest occupied orbital energy (alpha / beta) ... -8.9 / -8.2 eV

And the Löwdin charges, in e, turn out to be: C -0.002; C -0.339; C -0.476; C -0.188; C -0.115; C 0.045; O -0.526; S 0.874; H 0.074; H 0.040; H 0.081; H 0.078; H 0.094; H 0.123; H 0.138; H 0.079; H 0.071; H -0.035; H 0.000; H -0.017



Name the least stable of them. (b).



(a)
2 unconnected molecules or ions with the total composition CH4N2O3P, computed with wB97M-V/def2-TZVPD.

```
! RIJCOSX wB97M-V def2-TZVPD def2/J DEFGRID3
* xyz -1 1
C -0.02 -0.17 0.28
N -0.49 1.09 0.54
N -0.70 -1.24 0.40
O 2.55 1.40 -0.37
O 3.22 -0.47 1.31
O 2.66 -1.05 -1.16
P 2.46 0.01 0.10
H -1.48 1.44 0.66
H 0.23 1.71 0.16
H -1.70 -1.25 0.51
H 1.93 -1.65 -1.36
*
```

## Properties
Highest occupied orbital energy ... -4.1 eV

And the Löwdin charges, in e, turn out to be: C -0.481; N -0.006; N -0.027; O -0.385; O -0.393; O -0.226; P 0.376; H 0.099; H 0.037; H -0.028; H 0.035



(b)
2 unconnected molecules or ions with the total composition CH4N2O3P, computed with wB97M-V/def2-TZVPD.

```
! RIJCOSX wB97M-V def2-TZVPD def2/J DEFGRID3
* xyz -1 1
C 0.90 1.18 0.74
N -2.08 0.49 -0.24
N 0.22 -1.61 0.45
O 2.71 -0.46 0.41
O 1.43 2.07 0.29
O 1.09 -0.19 -1.53
P 1.29 -0.58 -0.12
H -2.77 0.74 -0.96
H -2.30 -0.48 0.04
H 0.58 -1.74 1.35
H -1.07 0.58 -0.44
*
```

## Properties
Highest occupied orbital energy ... -4.6 eV

And the Löwdin charges, in e, turn out to be: C -0.081; N -0.014; N -0.209; O -0.389; O 0.134; O -0.364; P 0.082; H -0.010; H 0.003; H -0.096; H -0.055



Name the least stable of them. (b).



(a)
2 unconnected molecules or ions with the total composition C5H11NS, computed with wB97M-V/def2-TZVPD.

```
! RIJCOSX wB97M-V def2-TZVPD def2/J DEFGRID3
* xyz 0 1
C -0.05 2.53 -1.53
C -1.73 0.25 -1.29
C 1.11 -1.38 1.63
C -0.25 -0.76 1.92
C -0.02 -1.59 0.74
N 0.62 0.13 -2.02
S -0.27 0.92 -0.83
H -0.68 2.63 -2.44
H -0.52 3.31 -0.74
H -1.98 0.48 -2.30
H -2.50 0.03 -0.44
H 2.01 -0.65 1.55
H 1.49 -2.26 2.21
H -0.83 -1.13 2.69
H -0.35 0.24 1.77
H -0.28 -1.76 -0.26
H 0.86 -0.78 -1.57
H 1.57 0.61 -2.30
*
```

## Properties
Highest occupied orbital energy (alpha / beta) ... -7.9 / -8.2 eV

And the Löwdin charges, in e, turn out to be: C -0.300; C -0.281; C -0.178; C -0.188; C -0.101; N -0.263; S 0.707; H -0.009; H 0.035; H 0.000; H 0.069; H 0.125; H 0.101; H 0.077; H 0.029; H 0.038; H 0.026; H 0.112



(b)
A single C5H11NS molecule, computed with wB97M-V/def2-TZVPD.

```
! RIJCOSX wB97M-V def2-TZVPD def2/J DEFGRID3
* xyz 0 1
C 0.24 -0.79 -0.83
C 0.89 0.63 -0.57
C -1.31 -1.26 -0.79
C -2.41 -0.32 -0.65
C 1.80 0.66 1.75
N 0.87 1.19 0.74
S -1.78 -2.83 -0.82
H 0.50 -0.90 -1.84
H 0.76 -1.49 -0.26
H 0.49 1.35 -1.33
H 2.01 0.37 -0.83
H -0.01 1.31 1.18
H -2.10 0.76 -0.62
H -3.17 -0.45 0.29
H -3.20 -0.29 -1.44
H 2.75 0.60 1.19
H 1.55 -0.07 2.47
H 2.09 1.54 2.38
*
```

## Properties
SMILES ... CNCCC(C)=S
Highest occupied orbital energy (alpha / beta) ... -8.4 / -8.4 eV

And the Löwdin charges, in e, turn out to be: C -0.168; C -0.243; C -0.778; C -0.221; C -0.129; N -0.143; S 0.688; H 0.080; H 0.066; H 0.112; H 0.143; H 0.087; H 0.068; H 0.137; H 0.082; H 0.083; H 0.054; H 0.081



Name the least stable of them. (a).



(a)
2 unconnected molecules or ions with the total composition C4H3O3, computed with wB97M-V/def2-TZVPD.

```
! RIJCOSX wB97M-V def2-TZVPD def2/J DEFGRID3
* xyz -1 1
C 1.77 1.45 0.59
C 0.73 0.56 0.63
C -2.00 -0.53 -0.06
C 1.43 0.50 -0.66
O -2.29 -1.53 0.48
O -1.92 0.33 -0.86
O -0.45 -0.14 1.04
H 1.08 0.94 -1.52
H 2.01 -0.51 -0.83
H -0.35 -1.07 1.19
*
```

## Properties
Highest occupied orbital energy ... -2.7 eV

And the Löwdin charges, in e, turn out to be: C -0.095; C -0.451; C -0.520; C -0.307; O 0.125; O 0.160; O -0.051; H -0.004; H 0.063; H 0.080



(b)
A molecular structure, C4H3O3, computed with wB97M-V/def2-TZVPD.

```
! RIJCOSX wB97M-V def2-TZVPD def2/J DEFGRID3
* xyz -1 1
C 1.06 0.21 -0.36
C 2.19 -0.50 -0.02
C 0.00 0.93 0.19
C -1.73 -0.02 -0.04
O -0.24 2.08 0.58
O 3.32 -0.70 0.25
O 1.19 -1.35 -0.43
H -1.73 -0.37 -0.99
H -2.46 0.61 0.22
H -1.58 -0.89 0.60
*
```

## Properties
Highest occupied orbital energy ... -3.7 eV

And the Löwdin charges, in e, turn out to be: C -0.065; C -0.573; C -0.329; C 0.010; O -0.088; O 0.083; O 0.004; H -0.029; H -0.025; H 0.013



Name the least stable of them. (a).